Molecular formula: C44H51NP2PtSi
Method: DFT, ωB97M-V/def2-TZVPD

Atoms and positions in Å:
Pt (-0.872, -0.383, -0.705)
C (3.530, 1.476, 1.114)
C (2.655, 1.775, 2.078)
C (2.310, 3.150, 2.546)
C (2.419, 4.246, 1.478)
C (1.923, 3.922, 0.086)
C (2.585, 3.351, -0.925)
C (4.008, 2.907, -0.924)
C (4.505, 2.400, 0.451)
C (-2.030, -0.561, -2.417)
H (3.682, 0.431, 0.836)
H (2.274, 0.966, 2.712)
H (2.961, 3.427, 3.394)
H (1.294, 3.120, 2.954)
H (1.786, 5.071, 1.841)
H (3.451, 4.621, 1.459)
H (0.952, 4.391, -0.113)
H (2.163, 3.389, -1.929)
H (4.674, 3.724, -1.258)
H (4.116, 2.094, -1.665)
H (5.412, 1.804, 0.255)
H (4.802, 3.245, 1.092)
H (-1.690, -1.412, -3.013)
H (-2.092, 0.338, -3.045)
H (-3.011, -0.738, -1.954)
P (-0.021, -0.015, 1.337)
P (-0.897, 1.772, -1.369)
C (-0.205, 1.779, 1.325)
C (-0.616, 2.510, 0.237)
C (-0.748, -0.393, 2.955)
C (-0.066, -0.106, 4.154)
C (-0.645, -0.443, 5.379)
C (-1.924, -1.003, 5.424)
C (-2.650, -1.155, 4.240)
C (-2.089, -0.807, 3.010)
C (1.572, -0.907, 1.191)
C (2.141, -1.156, -0.082)
C (3.394, -1.759, -0.183)
C (4.104, -2.091, 0.976)
C (3.502, -1.945, 2.227)
C (2.205, -1.448, 2.327)
C (-2.476, 2.596, -1.832)
C (-3.546, 2.519, -0.919)
C (-4.725, 3.234, -1.152)
C (-4.853, 4.015, -2.303)
C (-3.803, 4.080, -3.222)
C (-2.622, 3.366, -2.999)
C (0.218, 1.906, -2.823)
C (0.664, 0.727, -3.455)
C (1.479, 0.790, -4.588)
C (1.900, 2.034, -5.081)
C (1.407, 3.221, -4.513)
C (0.552, 3.156, -3.405)
H (-0.216, 2.226, 2.328)
H (-0.883, 3.571, 0.316)
H (0.908, 0.389, 4.132)
H (-0.097, -0.244, 6.297)
H (-2.359, -1.289, 6.383)
H (-3.672, -1.531, 4.284)
H (-2.688, -0.833, 2.092)
H (1.584, -0.912, -1.001)
H (3.802, -1.976, -1.173)
H (5.112, -2.498, 0.897)
H (4.022, -2.252, 3.136)
H (1.680, -1.484, 3.283)
H (-3.446, 1.918, -0.013)
H (-5.539, 3.191, -0.431)
H (-5.768, 4.579, -2.480)
H (-3.895, 4.700, -4.113)
H (-1.813, 3.428, -3.724)
H (0.336, -0.253, -3.087)
H (1.769, -0.147, -5.077)
H (2.608, 2.069, -5.910)
H (1.688, 4.202, -4.927)
H (0.193, 4.080, -2.926)
C (-3.250, -3.395, -2.660)
Si (-2.577, -3.550, -0.919)
C (-3.973, -3.338, 0.318)
C (-1.891, -5.296, -0.983)
N (-1.241, -2.470, -0.374)
C (-0.449, -3.241, 0.472)
C (-0.905, -3.663, 1.768)
C (-0.166, -4.554, 2.533)
C (1.092, -4.978, 2.082)
C (1.555, -4.592, 0.820)
C (0.776, -3.792, 0.001)
H (-3.876, -4.293, -2.793)
H (-2.461, -3.419, -3.419)
H (-3.868, -2.507, -2.816)
H (-4.933, -3.581, -0.171)
H (-3.841, -3.997, 1.193)
H (-4.033, -2.296, 0.678)
H (-0.922, -5.315, -1.495)
H (-1.739, -5.740, 0.007)
H (-2.578, -5.939, -1.543)
H (-1.842, -3.235, 2.143)
H (-0.566, -4.910, 3.491)
H (1.684, -5.647, 2.710)
H (2.542, -4.896, 0.479)
H (1.084, -3.519, -1.013)

The expectation value of S² is 6.04. The HOMO energy (alpha / beta) comes out at -11.177 / -13.154 eV. As for the multiplicity: 5. Its charge is +2. Its HOMO-LUMO gap (alpha / beta) is 0.216 / 0.139 hartree. For the relative energy (zero: lowest compared OMol25 entry of this formula, charge and spin), the calculation gives 22.6 kcal per mole. Its electronic energy is -77626.88130 eV. The calculation puts the LUMO energy (alpha / beta) at -5.29 / -9.37 eV.

Results of the Löwdin charge analysis, in e, for atoms 1 through 8:
1. Pt 0.79
2. C -0.09
3. C -0.14
4. C -0.18
5. C -0.16
6. C -0.08
7. C -0.07
8. C -0.16